Entry 1:
The following is a quantum chemistry calculation of C2H4ClNO3 in the gas phase in a non-equilibrium geometry, from the Open Molecules 2025 dataset.

Properties
net charge = 0
LUMO energy (alpha / beta) = 0.58 / -3.41 eV
⟨S²⟩ = 2.01
multiplicity = 3
max |F| = 0.0888 Eh/bohr

The geometry in XYZ format:
```
11
C2H4ClNO3 wB97M-V/def2-TZVPD
C 0.15 0.90 -0.84
C 0.06 -0.37 -0.02
N -0.41 -0.34 1.30
O 1.19 1.04 -1.76
O -0.78 1.79 -0.59
O 1.19 -1.18 0.06
Cl -1.34 -1.24 -0.94
H -1.39 1.71 0.10
H 0.31 0.08 1.86
H -0.59 -1.27 1.64
H 1.61 -1.11 -0.80
```

---

Entry 2:
The following is a quantum chemistry calculation of a molecular structure, C40H50O3P2PdS2 in a non-equilibrium geometry, from the Open Molecules 2025 dataset.

Properties
net charge = +2
LUMO energy (alpha / beta) = -4.17 / -6.43 eV
⟨S²⟩ = 2.01
multiplicity = 3
max |F| = 0.0590 Eh/bohr

The geometry in XYZ format:
```
98
C40H50O3P2PdS2 wB97M-V/def2-TZVPD
Pd 0.11 0.26 -0.08
C 2.39 -2.59 -0.82
C 3.29 -1.65 -0.04
P 2.66 0.07 -0.21
C 2.89 0.36 -1.96
C 1.84 0.47 -2.85
C 2.07 0.56 -4.22
C 3.36 0.52 -4.70
C 4.46 0.42 -3.81
C 4.22 0.29 -2.46
C 3.91 1.03 0.73
C 4.56 2.12 0.23
C 5.39 2.82 1.07
C 5.56 2.42 2.39
C 4.96 1.28 2.84
C 4.15 0.56 2.04
P 0.71 -2.28 -0.19
C -0.30 -3.13 -1.31
C -0.94 -4.20 -0.82
C -1.82 -4.89 -1.59
C -2.03 -4.52 -2.94
C -1.37 -3.39 -3.42
C -0.46 -2.71 -2.62
C 0.79 -3.09 1.43
C 1.31 -4.39 1.54
C 1.43 -5.01 2.80
C 1.00 -4.33 3.91
C 0.48 -3.06 3.78
C 0.43 -2.35 2.61
H 2.75 -3.61 -0.58
H 2.36 -2.48 -1.91
H 4.33 -1.57 -0.43
H 3.39 -1.97 0.98
H 0.84 0.61 -2.44
H 1.30 0.71 -4.94
H 3.61 0.59 -5.75
H 5.49 0.39 -4.12
H 5.06 0.15 -1.79
H 4.32 2.39 -0.79
H 5.86 3.73 0.71
H 6.26 2.84 3.10
H 5.04 0.98 3.87
H 3.70 -0.32 2.49
H -0.65 -4.59 0.13
H -2.35 -5.72 -1.16
H -2.68 -5.11 -3.50
H -1.55 -3.07 -4.45
H 0.03 -1.76 -2.90
H 1.75 -4.95 0.71
H 1.86 -6.00 2.92
H 0.95 -4.83 4.86
H 0.16 -2.68 4.75
H 0.01 -1.33 2.51
C -6.81 2.71 2.06
C -5.75 1.67 1.71
C -5.70 1.25 0.38
C -4.85 0.26 -0.04
C -4.01 -0.38 0.92
C -4.09 0.09 2.27
C -4.95 1.06 2.67
S -2.77 -1.56 0.40
C -3.06 -2.86 1.60
O -1.45 -0.94 0.90
H -6.39 3.70 2.09
H -7.17 2.57 3.05
H -7.65 2.67 1.33
H -6.33 1.78 -0.36
H -4.72 -0.08 -1.06
H -3.46 -0.35 3.01
H -5.14 1.32 3.72
H -3.16 -2.53 2.64
H -2.19 -3.63 1.56
H -4.01 -3.36 1.30
C 0.98 4.55 -2.28
S 0.73 4.01 -0.60
C 2.09 4.98 0.17
O 1.18 2.56 -0.64
H 0.53 5.53 -2.37
H 0.41 3.78 -2.89
H 2.06 4.50 -2.50
H 1.82 6.02 0.08
H 2.96 4.75 -0.45
H 2.15 4.67 1.21
C -1.04 2.13 2.08
C -1.94 2.37 0.89
O -1.66 1.50 -0.26
C -2.33 2.00 -1.47
C -2.23 0.88 -2.46
H -1.38 2.67 2.98
H 0.02 2.29 1.88
H -1.10 1.06 2.40
H -1.82 3.37 0.43
H -2.97 2.17 1.15
H -1.86 2.93 -1.81
H -3.33 2.22 -1.14
H -1.29 0.37 -2.25
H -2.18 1.18 -3.50
H -3.03 0.16 -2.41
```

---

Entry 3:
The following is a quantum chemistry calculation of 4 unconnected molecules or ions with the total composition C4H14O3 in a non-equilibrium geometry, from the Open Molecules 2025 dataset.

Properties
net charge = 0
LUMO energy = 0.63 eV
multiplicity = 1
max |F| = 0.1323 Eh/bohr

The geometry in XYZ format:
```
21
C4H14O3 wB97M-V/def2-TZVPD
C -0.31 -1.29 0.65
C 0.69 -0.96 1.53
C 2.03 -1.14 0.99
C -1.72 -0.87 0.83
H 0.00 -1.83 -0.29
H 0.54 -0.47 2.57
H 2.55 -2.06 1.18
H 1.88 -1.18 -0.15
H 2.79 -0.37 1.22
H -2.39 -1.85 0.70
H -2.05 -0.28 -0.04
H -2.11 -0.26 1.57
H -2.22 2.54 -1.53
H -0.69 2.47 -1.46
O -1.48 2.03 -1.50
H 0.18 1.55 0.48
H 1.18 2.64 0.88
O 0.62 2.34 0.12
H -0.47 -0.47 -2.26
H 0.71 0.11 -2.81
O 0.27 -0.67 -2.67
```

---

Entry 4:
The following is a quantum chemistry calculation of C16H15FN2O3 in the gas phase, from the Open Molecules 2025 dataset.

Properties
net charge = 0
LUMO energy = 0.57 eV
multiplicity = 1
max |F| = 0.0110 Eh/bohr

The geometry in XYZ format:
```
37
C16H15FN2O3 wB97M-V/def2-TZVPD
C -6.26 -2.59 0.31
C -6.01 -1.13 0.00
H -6.52 -0.48 0.72
H -6.36 -0.87 -1.00
O -4.61 -0.89 0.08
C -4.21 0.37 -0.19
O -4.99 1.25 -0.48
C -2.75 0.54 -0.09
C -1.90 -0.52 0.26
C -0.54 -0.31 0.33
C 0.00 0.95 0.07
C -0.84 2.00 -0.27
C -2.20 1.79 -0.35
H -2.87 2.60 -0.61
H -0.42 2.98 -0.47
N 1.39 1.08 0.15
C 2.14 2.21 0.02
O 1.72 3.34 -0.09
N 3.51 1.99 0.09
C 4.25 0.81 -0.01
C 3.86 -0.25 -0.83
C 4.63 -1.39 -0.90
C 5.80 -1.47 -0.17
C 6.23 -0.41 0.62
C 5.45 0.72 0.69
H 5.77 1.55 1.30
H 7.16 -0.49 1.16
F 6.55 -2.59 -0.24
H 4.33 -2.22 -1.53
H 2.97 -0.17 -1.43
H 4.03 2.84 0.23
H 1.88 0.23 0.41
H 0.11 -1.13 0.60
H -2.32 -1.49 0.46
H -5.74 -3.22 -0.41
H -5.90 -2.83 1.31
H -7.32 -2.80 0.26
```

---

Entry 5:
The following is a quantum chemistry calculation of a gas-phase ion, C4H9N2 (charge +1) in a non-equilibrium geometry, from the Open Molecules 2025 dataset.

Properties
net charge = +1
LUMO energy (alpha / beta) = -3.47 / -6.63 eV
⟨S²⟩ = 2.01
multiplicity = 3
max |F| = 0.1226 Eh/bohr

The geometry in XYZ format:
```
15
C4H9N2 wB97M-V/def2-TZVPD
C 1.90 -2.46 -1.25
C 0.71 -0.41 -0.49
C 0.53 0.32 0.76
C -1.50 1.73 0.26
N 1.40 -1.29 -1.54
N -0.80 0.78 1.20
H 1.50 -3.06 -0.51
H 2.55 -2.91 -1.93
H -0.27 -0.16 -0.97
H 1.36 0.63 1.36
H -1.62 1.12 -0.78
H -2.57 1.99 0.52
H -1.13 2.70 0.06
H -1.50 0.00 1.15
H -0.55 1.02 2.19
```

---

Entry 6:
The following is a quantum chemistry calculation of C5H8S in the gas phase in a non-equilibrium geometry, from the Open Molecules 2025 dataset.

Properties
net charge = 0
LUMO energy = 0.96 eV
multiplicity = 1
max |F| = 0.0676 Eh/bohr

The geometry in XYZ format:
```
14
C5H8S wB97M-V/def2-TZVPD
C 3.14 0.34 0.01
C 0.43 0.04 0.01
C -0.74 -0.52 0.06
C -2.02 0.17 -0.05
C -3.22 -0.40 -0.04
H 4.10 -0.15 -0.27
H 2.98 1.17 -0.67
H 3.24 0.72 1.03
H 0.50 1.14 -0.11
H -0.87 -1.61 0.20
H -1.94 1.25 -0.12
H -3.36 -1.48 -0.02
H -4.12 0.23 0.02
S 1.88 -0.93 -0.07
```

---

Entry 7:
The following is a quantum chemistry calculation of C4H6OS in the gas phase in a non-equilibrium geometry, from the Open Molecules 2025 dataset.

Properties
net charge = 0
LUMO energy = 0.72 eV
multiplicity = 1
max |F| = 0.0775 Eh/bohr

The geometry in XYZ format:
```
12
C4H6OS wB97M-V/def2-TZVPD
C -0.27 1.44 0.14
C -0.27 -1.40 -0.09
C 1.00 -0.60 0.41
C 0.83 0.56 -0.35
H -0.07 1.83 1.14
H -0.66 2.25 -0.47
H -0.56 -2.25 0.53
H -0.15 -1.87 -1.15
H 0.80 -0.54 1.51
H 0.69 0.31 -1.44
O 2.16 0.05 -0.08
S -1.56 -0.01 -0.01
```

---

Entry 8:
The following is a quantum chemistry calculation of 2 unconnected molecules or ions with the total composition H2NOS2 in a non-equilibrium geometry, from the Open Molecules 2025 dataset.

Properties
net charge = -1
LUMO energy (alpha / beta) = 3.90 / 2.12 eV
multiplicity = 1
max |F| = 0.0699 Eh/bohr

The geometry in XYZ format:
```
6
H2NOS2 wB97M-V/def2-TZVPD
N 0.70 0.04 -0.10
O -4.15 -1.73 -0.18
S -4.22 1.12 -0.37
S -3.60 -0.51 0.48
H -0.18 0.38 -0.45
H 1.14 1.01 0.30
```